[1]
Formula: C18H17N5O4S
Source: the Open Molecules 2025 dataset
Level of theory: wB97M-V/def2-TZVPD

Values from the calculation:
* SMILES string: Cc1nc(COc2ncnc3c(S(=O)(=O)c4ccccc4)c(N)[nH]c23)c(C)o1
* highest occupied orbital energy: -0.3184 Eh
* maximum force: 0.098 Eh/bohr
* net charge: 0
* gap between HOMO and LUMO: 0.33536 Ha
* E: -1668.9478 a.u.

Each line ends with the natural charge from an NBO analysis.
Element x y z (Å)
C  5.5137  -2.6072  -2.3964  -0.6643
C  4.2944  -3.2433  -1.7221  0.5089
N  3.4628  -2.4661  -1.0654  -0.4576
C  2.5650  -3.3647  -0.5229  -0.0012
C  1.5077  -2.9280  0.3303  -0.0993
O  0.4008  -2.3007  -0.3470  -0.4760
C  -0.6623  -2.0421  0.3619  0.5393
N  -1.0655  -2.7938  1.4165  -0.5238
C  -2.0486  -2.3506  2.1938  0.2560
N  -2.8182  -1.2723  1.8706  -0.4599
C  -2.4099  -0.5922  0.8406  0.1761
C  -2.9555  0.5476  0.1733  -0.4576
S  -4.5798  1.2770  0.6863  2.1222
O  -5.5978  0.4342  1.3126  -0.8713
O  -5.0943  2.0990  -0.4538  -0.9759
C  -3.9023  2.4862  1.8609  -0.2959
C  -3.2800  2.0692  3.0107  -0.1941
C  -2.8186  2.9462  3.9821  -0.2092
C  -2.8614  4.2739  3.7910  -0.2017
C  -3.4540  4.7616  2.5826  -0.2111
C  -3.9107  3.9111  1.5149  -0.1836
C  -2.2357  0.9664  -0.8998  0.4243
N  -2.6857  1.9801  -1.8580  -0.8249
N  -1.2049  0.0585  -0.9430  -0.5289
C  -1.3525  -0.9020  0.0756  0.0025
C  2.9077  -4.6167  -0.9213  0.2958
C  2.0547  -5.9154  -0.7428  -0.6676
O  4.1428  -4.6277  -1.6279  -0.4188
H  5.5127  -1.5008  -2.3216  0.2512
H  6.4387  -3.0064  -1.7952  0.2276
H  5.6045  -2.9998  -3.3979  0.2278
H  1.9260  -2.3368  1.0617  0.2024
H  1.2035  -3.8391  0.8522  0.2103
H  -2.4393  -2.8901  3.0324  0.1927
H  -3.0097  1.0434  3.1669  0.2376
H  -2.2918  2.5600  4.8009  0.2092
H  -2.4138  4.8509  4.6119  0.2217
H  -3.5555  5.8745  2.5601  0.2188
H  -4.1336  4.2733  0.5238  0.2487
H  -3.6431  2.2063  -1.7219  0.4318
H  -2.4490  1.9436  -2.8412  0.3923
H  -0.4431  0.1387  -1.5904  0.4262
H  2.4179  -6.7679  -1.3987  0.2382
H  2.1056  -6.1737  0.3180  0.2286
H  1.0288  -5.8159  -0.9607  0.2325



[2]
Formula: C18H18AsBrN3O4PReS4
Source: the Open Molecules 2025 dataset
Level of theory: wB97M-V/def2-TZVPD

Values from the calculation:
* highest occupied orbital energy (alpha / beta): -0.5738 / -0.5739 Eh
* maximum force: 0.065 Eh/bohr
* net charge: +3
* gap between HOMO and LUMO (alpha / beta): 0.16122 / 0.16153 Ha
* E: -7983.0853 a.u.

Each line ends with the natural charge from an NBO analysis.
Element x y z (Å)
Re  -1.1584  -0.6968  -2.2780  0.5328
Br  0.9885  7.1828  6.6321  0.3172
C  1.5391  5.6920  5.6530  0.0518
C  1.9491  4.5268  6.3300  -0.2581
C  2.2818  3.4066  5.6204  -0.0551
C  2.1972  3.4035  4.1966  0.0237
C  1.8540  4.6163  3.5179  -0.1113
C  1.5414  5.7311  4.2404  -0.2323
N  2.3952  2.2542  3.5871  0.0678
N  2.5308  1.7921  2.4958  0.0533
C  2.1960  1.0200  1.5296  0.1066
C  3.1581  0.6436  0.5291  -0.0692
C  2.8010  0.0567  -0.6404  -0.2631
C  1.4244  -0.2126  -0.9345  0.4794
O  0.9854  -0.6841  -2.0147  -0.5601
C  0.4537  0.0528  0.1128  0.1712
N  -0.8143  -0.2952  -0.2038  -0.5028
C  -1.7433  -0.2391  0.7472  0.1014
C  -1.4503  0.1896  2.0354  -0.1788
C  -0.1746  0.6353  2.3487  -0.0935
C  0.8116  0.5800  1.3650  -0.0638
H  2.0046  4.5341  7.4088  0.2774
H  2.6037  2.5088  6.1257  0.2622
H  1.8507  4.6427  2.4356  0.2445
H  1.2865  6.6555  3.7424  0.2721
H  4.1979  0.8564  0.7296  0.2717
H  3.5444  -0.2052  -1.3790  0.2797
H  -2.7470  -0.5415  0.4824  0.2499
H  -2.2224  0.1756  2.7869  0.2760
H  0.0529  0.9812  3.3463  0.2490
S  -3.2223  3.0698  -4.0413  -0.2925
As  -2.9285  1.0129  -4.3653  0.7695
S  -3.3699  -0.2429  -2.4417  -0.0076
S  -0.6819  0.3151  -4.2448  0.0544
S  -3.9198  0.1323  -5.9997  -0.2811
C  -2.8298  -3.6253  -5.0214  -0.2602
O  -2.6650  -3.3870  -3.6078  -0.8154
P  -1.3732  -2.9913  -2.8282  2.1158
O  -0.2446  -3.7696  -3.5878  -0.7968
C  1.1605  -3.7196  -3.3062  -0.2572
O  -1.5856  -3.4933  -1.3502  -0.8300
C  -2.0439  -4.8371  -1.0386  -0.2595
H  -3.6234  -4.3669  -5.1052  0.2336
H  -1.9221  -4.0169  -5.4739  0.2115
H  -3.1497  -2.7091  -5.5248  0.2195
H  1.6251  -4.3812  -4.0369  0.2440
H  1.3620  -4.0683  -2.2935  0.1984
H  1.5303  -2.7023  -3.4359  0.1961
H  -1.8145  -5.0008  0.0122  0.2245
H  -1.5263  -5.5737  -1.6519  0.2122
H  -3.1176  -4.9057  -1.2039  0.2214



[3]
Formula: C18H18CaIO
Source: the Open Molecules 2025 dataset
Level of theory: wB97M-V/def2-TZVPD

Values from the calculation:
* highest occupied orbital energy (alpha / beta): -0.1627 / -0.1475 Eh
* maximum force: 0.092 Eh/bohr
* net charge: -1
* gap between HOMO and LUMO (alpha / beta): 0.25344 / 0.14072 Ha
* E: -1747.1922 a.u.

Each line ends with the natural charge from an NBO analysis.
Element x y z (Å)
C  0.7654  -1.5982  3.4377  -0.4199
C  -0.6579  -1.6633  3.3689  -0.3901
C  -1.0534  -2.1719  2.1098  -0.3743
H  -1.3847  -1.3024  4.1345  0.2121
C  0.1623  -2.4447  1.3745  -0.3888
C  1.2844  -2.0769  2.1944  -0.4397
H  2.3488  -2.1093  1.8880  0.2154
H  1.3540  -1.1613  4.2543  0.2190
H  -2.0942  -2.2682  1.7179  0.2258
H  0.2198  -2.7900  0.3188  0.2164
C  -1.1391  2.1656  1.9187  -0.3508
C  -1.0605  1.6179  3.2266  -0.4042
C  0.3110  1.5637  3.5976  -0.4172
H  -1.9099  1.2204  3.7972  0.2199
C  1.1205  2.0758  2.5284  -0.4478
C  0.2179  2.4601  1.4825  -0.3973
H  0.4972  2.8067  0.4647  0.2232
H  -2.0580  2.2722  1.2981  0.2312
H  0.7446  1.1381  4.5267  0.2141
H  2.2264  2.1025  2.4856  0.2172
Ca  0.1806  0.0362  1.6916  1.7607
O  -0.8776  0.1014  -0.1763  -0.9794
C  -1.1346  -0.7926  -1.1111  -0.0988
C  0.0533  -0.9642  -1.9776  -0.0968
H  -1.4304  -1.7561  -0.6719  0.1247
H  -1.9444  -0.3027  -1.5971  0.1424
H  0.7990  -1.6944  -1.6456  0.1750
H  0.9804  -2.0437  -4.1999  0.2008
C  0.7660  -0.9712  -4.3048  -0.2333
C  0.2423  -0.2834  -3.1369  -0.0852
C  -0.0476  1.1316  -3.3254  -0.2188
H  -0.4186  1.6890  -2.4518  0.2335
C  0.1594  1.7561  -4.5448  -0.2121
H  -0.0691  2.8204  -4.6384  0.2022
C  0.6472  1.0414  -5.6522  -0.2792
H  0.7967  1.5474  -6.6063  0.1978
C  0.9410  -0.3254  -5.5199  -0.1736
H  1.3209  -0.8892  -6.3759  0.1916
I  -0.8589  0.0626  6.1196  -0.0156



[4]
Formula: C18H18Cl2F3N3O
Source: the Open Molecules 2025 dataset
Level of theory: wB97M-V/def2-TZVPD

Values from the calculation:
* SMILES string: CCN(C(=O)c1cnc(NC(C)C)cc1C(F)(F)F)c1ccc(Cl)cc1Cl
* highest occupied orbital energy: -0.3064 Eh
* maximum force: 0.014 Eh/bohr
* net charge: 0
* gap between HOMO and LUMO: 0.32179 Ha
* E: -2156.2689 a.u.

Each line ends with the natural charge from an NBO analysis.
Element x y z (Å)
C  2.6729  -4.1740  1.2045  -0.6183
C  3.0956  -2.7438  1.5143  -0.2143
N  2.2211  -1.7558  0.9035  -0.4732
C  2.6799  -0.9869  -0.1231  0.7029
O  3.7933  -1.0882  -0.5864  -0.5945
C  1.6932  0.0467  -0.5770  -0.2176
C  1.8954  1.3757  -0.2032  0.1116
N  1.0521  2.3511  -0.4457  -0.4654
C  -0.0759  2.0928  -1.1198  0.4096
N  -0.8927  3.1499  -1.3007  -0.5868
C  -2.2668  3.1017  -1.7541  -0.0400
C  -3.1838  2.5379  -0.6645  -0.6177
C  -2.6910  4.5085  -2.1601  -0.6069
C  -0.3293  0.8119  -1.6422  -0.3032
C  0.5670  -0.2021  -1.3635  -0.0595
C  0.2853  -1.5282  -2.0122  0.9711
F  0.3178  -1.4338  -3.3528  -0.3178
F  1.1226  -2.5162  -1.6835  -0.3157
F  -0.9546  -1.9777  -1.7122  -0.3306
C  0.9405  -1.5420  1.4668  0.0966
C  -0.1343  -2.3622  1.1423  -0.1343
C  -1.3983  -2.1180  1.6460  -0.2466
C  -1.5940  -1.0391  2.4938  -0.0290
Cl  -3.1704  -0.6954  3.0972  0.0226
C  -0.5343  -0.2284  2.8696  -0.2425
C  0.7275  -0.4913  2.3637  -0.0321
Cl  2.0516  0.4950  2.8533  0.0369
H  3.4313  -4.8616  1.5689  0.2186
H  2.5707  -4.3054  0.1304  0.2160
H  1.7285  -4.4163  1.6865  0.2026
H  3.1119  -2.5751  2.5959  0.1951
H  4.0902  -2.5528  1.1046  0.2435
H  2.7932  1.6557  0.3300  0.2081
H  -0.6071  3.9789  -0.8001  0.4028
H  -2.3108  2.4523  -2.6356  0.1913
H  -2.8581  1.5428  -0.3697  0.2157
H  -3.1634  3.1805  0.2128  0.2074
H  -4.2060  2.4761  -1.0269  0.2115
H  -2.6748  5.1729  -1.2988  0.2032
H  -3.6993  4.4938  -2.5640  0.2180
H  -2.0189  4.9020  -2.9182  0.2200
H  -1.1889  0.6150  -2.2606  0.2308
H  0.0220  -3.1918  0.4723  0.2320
H  -2.2258  -2.7512  1.3704  0.2347
H  -0.6852  0.5958  3.5478  0.2433